Record 1
A cluster of 11 separate species, C42H98O21P2 in total at a distorted geometry. Source: the Open Molecules 2025 dataset; level of theory: ωB97M-V/def2-TZVPD.

The geometry in XYZ format:
```
163
Properties=species:S:1:pos:R:3:forces:R:3:mulliken_charge:R:1
C 8.078719 -0.483888 -0.025090 -1.75 -0.21 1.67 -0.722
O 6.948350 -0.714806 -0.908641 -0.56 1.58 0.18 -0.405
P 5.579274 0.196643 -0.663610 1.66 -2.59 0.59 0.854
O 4.835348 -0.175902 0.584900 0.45 0.54 -2.65 -0.393
O 6.160411 1.647712 -0.608535 1.51 -0.58 0.55 -0.328
C 5.356764 2.730309 -0.854945 -1.79 1.71 -0.57 -0.592
O 4.989420 0.067833 -2.140934 -1.02 -0.18 2.21 -0.063
C 5.684302 0.177128 -3.358924 0.15 -0.10 -1.02 -0.642
H 7.986618 -1.259654 0.736378 0.83 -0.61 -0.40 0.310
H 7.863204 0.355884 0.637584 0.30 0.64 -0.54 0.260
H 9.054632 -0.382270 -0.494705 -0.38 -0.24 -0.35 0.268
H 4.303585 2.569125 -0.616351 -0.07 -0.31 0.21 0.195
H 5.371101 2.954666 -1.922581 0.20 0.35 0.00 0.279
H 5.634582 3.591055 -0.247389 0.39 -0.08 -0.18 0.207
H 5.200348 0.975620 -3.921166 0.06 -0.09 -0.15 0.170
H 5.558416 -0.772471 -3.878645 -0.07 0.10 -0.12 0.260
H 6.756188 0.369199 -3.313920 -0.06 0.10 0.60 0.375
C -4.106867 -7.561990 -1.764378 1.02 -0.78 0.14 -0.670
O -3.630602 -7.357896 -3.114288 1.47 0.71 -0.90 -0.377
P -2.170444 -6.601561 -3.280242 -0.17 -0.87 -0.63 1.064
O -1.223298 -7.003573 -2.233894 0.01 0.14 -0.54 -0.742
O -2.532947 -5.054869 -3.235801 -1.00 -0.78 -1.38 -0.242
C -1.997037 -4.117007 -2.338375 1.16 0.11 0.51 -0.516
O -1.612561 -6.906675 -4.840828 -1.07 0.75 3.06 -0.358
C -2.499392 -7.108830 -5.923570 -0.84 -1.02 -0.32 -0.657
H -3.256413 -7.570687 -1.081082 -0.02 1.09 0.17 0.304
H -4.358326 -8.612160 -1.610833 -0.85 0.03 -0.75 0.289
H -4.916175 -6.866593 -1.550809 0.19 -0.11 0.18 0.258
H -2.671765 -3.276107 -2.182910 -0.29 -0.32 -0.04 0.076
H -1.076423 -3.713514 -2.761536 0.10 0.02 0.10 0.293
H -1.753272 -4.647564 -1.417928 0.00 0.40 0.22 0.450
H -3.524727 -7.230151 -5.573193 -0.10 0.42 -0.09 0.300
H -2.276341 -8.078858 -6.369795 0.31 0.03 -0.05 0.258
H -2.422280 -6.360205 -6.711368 0.11 0.29 0.36 0.255
C -1.577517 4.875974 0.810657 0.11 -0.94 1.10 -0.433
C -1.329422 3.730207 -0.212078 0.02 1.04 0.15 0.893
C -1.683561 4.388782 -1.530664 0.93 -0.01 -0.29 -0.402
O -2.070854 5.728404 -1.216345 -0.79 -0.07 -2.23 -0.480
C -1.502927 6.121545 -0.002249 0.57 -0.12 -0.78 -0.602
H -0.751595 4.968484 1.516810 -0.34 -0.61 0.53 0.171
H -2.540767 4.723121 1.297256 0.07 0.29 0.22 0.230
H -1.931061 2.823181 -0.170525 0.43 -0.14 0.95 -0.297
H -0.246597 3.611623 -0.229353 -0.16 -0.92 0.16 -0.228
H -2.360793 3.833629 -2.180723 -1.03 0.52 0.51 0.156
H -0.773045 4.239501 -2.117294 0.36 1.26 -0.40 0.233
H -1.952470 7.047909 0.354132 -0.53 -0.35 0.12 0.368
H -0.453340 6.384265 -0.159635 0.34 -0.03 -0.05 0.260
C -2.921010 -0.631226 -5.973731 1.02 -1.44 -1.46 -0.641
C -3.334533 0.764756 -5.662811 -0.06 0.63 1.40 -0.765
C -2.553482 0.951431 -4.333014 0.12 1.01 -0.37 0.899
O -1.521734 -0.032663 -4.251375 -0.11 0.83 -0.22 -0.091
C -1.468589 -0.763379 -5.487144 -1.01 -0.12 1.38 -0.593
H -2.933870 -0.884046 -7.034679 -0.44 -0.10 -0.03 0.408
H -3.480828 -1.369222 -5.399333 -0.31 0.12 -0.15 0.230
H -4.398867 0.910564 -5.477002 -0.08 -0.37 -0.02 0.393
H -3.093163 1.547647 -6.381793 0.48 -0.35 -0.22 0.289
H -3.209521 0.901028 -3.463531 0.09 -0.31 0.10 -0.143
H -2.110694 1.949198 -4.348929 0.18 0.11 0.26 -0.531
H -1.232826 -1.757308 -5.105605 0.09 -0.31 -0.75 0.322
H -0.698292 -0.428464 -6.183236 0.00 0.33 0.01 0.290
C -3.192291 -0.401281 4.458680 -0.43 -0.98 0.09 0.246
C -2.560875 -0.801917 5.855105 -0.56 0.75 -1.14 -0.694
C -1.317023 0.158894 5.979073 -2.88 -0.03 0.37 -0.459
O -1.288909 0.890891 4.754961 2.96 -0.61 -0.33 -0.466
C -2.469522 0.836617 4.008077 -0.54 0.60 1.01 -0.097
H -4.271248 -0.244235 4.423555 -0.08 0.15 0.66 0.418
H -3.091499 -1.214543 3.738444 0.54 -0.05 -0.03 -0.464
H -2.352869 -1.870964 5.830174 0.36 0.13 0.16 0.285
H -3.294409 -0.627864 6.642000 0.17 0.03 0.12 0.300
H -0.460124 -0.380099 6.382444 0.66 0.20 -1.20 0.385
H -1.552148 0.906787 6.738986 -0.03 -0.03 0.31 0.265
H -2.324556 0.903157 2.929263 0.56 -0.23 0.01 0.027
H -2.983960 1.756553 4.297406 -0.69 0.02 -0.16 0.232
C 0.036187 0.073676 0.646577 -1.93 -0.13 -1.02 0.998
C -1.047553 -0.591121 -0.308279 1.08 0.23 -0.47 1.781
C -0.180133 -0.694923 -1.551735 1.16 -0.37 -0.60 0.121
O 1.073351 -1.206605 -1.060733 -0.61 -0.16 -0.99 -0.530
C 1.345010 -0.518741 0.103211 0.63 -0.06 2.29 0.281
H -0.283071 -0.080307 1.677316 0.68 -0.26 0.17 -0.125
H -0.049634 1.147138 0.473628 0.27 0.10 0.00 -0.561
H -1.935277 0.018975 -0.475503 -0.01 0.05 0.19 -0.461
H -1.340902 -1.593395 -0.001164 -0.03 0.22 0.17 -0.736
H 0.035330 0.274596 -2.006818 -0.30 0.38 0.03 -0.100
H -0.386871 -1.353459 -2.394809 -0.78 -0.07 0.30 -0.315
H 2.148431 0.213360 0.000608 -0.11 0.33 -0.30 -0.118
H 1.751624 -1.241909 0.813186 0.07 -0.08 0.15 -0.232
C -5.734715 1.098977 1.653509 2.46 1.38 0.21 0.094
C -5.171495 2.051427 0.597829 0.27 0.88 -0.68 -0.480
C -5.011237 1.158668 -0.680160 -1.02 1.32 0.28 0.501
O -5.505434 -0.107774 -0.295299 0.28 -0.64 0.43 -0.346
C -6.370335 0.102413 0.817736 -2.35 -1.01 -0.62 -0.599
H -6.243012 1.736635 2.374883 -0.43 -0.83 0.24 0.482
H -4.885981 0.540711 2.053699 0.17 0.49 0.79 -0.298
H -4.340972 2.660036 0.958413 0.66 -0.65 -0.14 -0.046
H -5.861396 2.865110 0.367012 -0.54 -0.28 -0.04 0.387
H -4.049696 1.168390 -1.193107 0.28 -0.63 0.56 -0.552
H -5.711216 1.534408 -1.429907 -0.05 0.26 -0.17 0.303
H -6.601196 -0.836232 1.319138 0.51 -0.07 -0.15 0.220
H -7.358220 0.470062 0.525880 -0.18 0.09 -0.68 0.282
C 5.077678 -0.493801 8.676594 -1.22 -0.36 -1.19 -0.725
O 4.563927 -0.571357 7.295882 0.98 0.70 0.67 -0.285
C 4.971861 -1.746570 6.547546 -1.27 0.09 2.13 -0.637
C 4.336290 -1.768747 5.202234 0.06 -0.33 -0.25 -0.121
O 3.012068 -2.331859 5.179135 1.19 0.44 0.47 -0.437
C 2.450261 -2.254803 3.897374 -1.30 0.59 -0.07 -0.631
H 4.468440 0.213101 9.239854 -0.38 -0.01 -0.37 0.239
H 6.087431 -0.105020 8.811925 0.33 -0.45 -0.60 0.282
H 4.916836 -1.475226 9.123725 0.42 -0.05 0.22 0.306
H 4.507651 -2.548936 7.124966 0.72 -0.70 0.01 0.369
H 6.058637 -1.791426 6.474716 0.03 -0.19 0.02 0.314
H 4.917707 -2.437272 4.565333 0.39 0.33 -0.23 0.363
H 4.455479 -0.722106 4.913396 -0.74 0.07 -0.88 0.122
H 1.625934 -2.964978 3.822711 0.17 -0.30 0.18 0.209
H 3.102681 -2.403481 3.035896 0.46 -0.07 0.25 0.383
H 1.963291 -1.280582 3.814397 0.12 0.29 -0.41 0.250
C 6.670812 6.060160 2.897319 0.84 0.38 -0.43 -0.722
O 5.426680 5.578581 3.271656 -0.99 0.42 -0.12 -0.323
C 5.337731 4.166147 3.293306 0.24 0.90 -0.78 -0.337
C 3.913293 3.691458 3.389159 -0.39 0.22 -0.25 -0.315
O 3.153467 3.864062 2.183631 0.98 0.77 -0.20 -0.355
C 1.988521 3.090668 2.083559 0.52 -1.11 -0.12 -0.247
H 7.385596 6.035277 3.722297 0.24 -0.38 0.02 0.297
H 6.674887 7.097868 2.560973 -0.79 0.19 0.32 0.275
H 7.053401 5.555032 2.007645 0.24 -0.52 0.13 0.268
H 5.940807 3.820366 4.134883 -0.16 -0.46 0.14 0.367
H 5.766234 3.785489 2.363434 0.16 -0.26 -0.09 0.088
H 3.409162 4.268717 4.165585 -0.04 -0.38 0.42 0.318
H 4.047065 2.633201 3.621639 -0.64 -0.22 0.22 0.243
H 1.171152 3.388501 2.741617 0.10 -0.01 0.27 0.300
H 2.305760 2.055518 2.228875 -0.49 -0.33 0.55 0.328
H 1.610982 3.055352 1.061064 0.18 0.67 -0.15 -0.174
C -0.150271 4.572734 -5.288536 0.91 -0.65 -1.27 -0.594
O 1.074397 3.867986 -5.128720 0.45 -0.68 0.39 -0.396
C 1.096154 2.477483 -5.492106 0.48 0.05 0.43 0.437
C 2.506476 1.860401 -5.052329 -1.79 -0.65 0.29 -0.454
O 2.592037 0.453073 -5.446912 0.54 1.30 -0.24 -0.436
C 2.157716 -0.487748 -4.463927 -0.17 0.50 0.23 -0.015
H -0.342992 4.637459 -6.362149 -0.48 -0.25 -0.21 0.338
H 0.025105 5.615918 -5.029375 -0.18 -0.25 0.76 0.254
H -0.963282 4.041601 -4.792932 -0.17 0.42 0.25 0.116
H 0.816878 2.319749 -6.536500 0.96 0.34 -0.61 0.383
H 0.269478 1.899922 -5.069938 0.05 0.08 1.07 -0.555
H 2.638807 1.934114 -3.970748 -0.71 -0.21 0.35 0.191
H 3.339130 2.506206 -5.332903 0.06 -0.50 -1.23 0.451
H 2.647467 -0.298036 -3.507745 -0.18 0.09 0.19 0.108
H 2.404221 -1.515096 -4.731694 0.30 0.22 -0.54 0.392
H 1.071695 -0.456523 -4.365323 -0.07 0.15 0.29 -0.221
C -1.076181 -3.143002 2.089728 -0.69 -1.27 -0.30 -0.987
O -2.348363 -2.718854 1.597313 -0.62 0.51 -0.10 0.360
C -3.358010 -3.732252 1.443302 -0.28 -0.14 -0.68 -0.993
C -4.617793 -3.178218 0.580460 2.24 0.47 0.84 0.980
O -5.763840 -3.950119 0.630756 -0.66 -0.84 -0.21 -0.498
C -6.943740 -3.211197 0.319003 -0.75 -1.01 1.59 -0.764
H -1.195143 -3.749451 2.989720 -0.08 0.02 0.23 0.512
H -0.380888 -2.336787 2.319335 -0.54 0.41 -0.24 -0.046
H -0.617197 -3.796339 1.345229 0.24 -0.02 -0.10 0.411
H -3.572563 -4.164761 2.422179 -0.66 0.30 0.18 0.418
H -2.968568 -4.581441 0.877314 0.31 -0.05 -0.21 0.311
H -4.285712 -3.181097 -0.459299 0.29 0.48 -0.06 -0.089
H -4.822463 -2.158511 0.908557 0.18 0.12 -0.06 -0.490
H -7.769357 -3.906350 0.160981 0.37 -0.41 -0.65 0.379
H -6.923906 -2.475154 -0.483872 0.54 -0.02 0.07 0.282
H -7.274256 -2.823993 1.285088 0.05 1.00 -0.15 0.324
```
Positions in Å, forces in eV/Å.

Summary:
- E_tot: -106710.60488 eV
- Maximum force: 3.3 eV Å⁻¹
- SMILES: COP(=O)(OC)OC.COP(=O)(OC)OC.C1CCOC1.C1CCOC1.C1CCOC1.C1CCOC1.C1CCOC1.COCCOC.COCCOC.COCCOC.COCCOC
- LUMO energy: 0.55 eV
- Relative energy (zero: lowest compared OMol25 entry of this formula, charge and spin): 312.98 kJ/mol



Record 2
A structure of composition C28H37ClMnN4P2 at a distorted geometry. Source: the Open Molecules 2025 dataset; level of theory: ωB97M-V/def2-TZVPD.

The geometry in XYZ format:
```
73
Properties=species:S:1:pos:R:3:forces:R:3:mulliken_charge:R:1
Mn -0.488109 1.938396 -0.963581 -1.74 -1.36 3.44 -0.032
C -1.424484 1.665538 -2.727100 -1.71 1.28 -1.78 -0.641
C -1.301801 0.300145 -2.597346 -0.38 0.34 0.81 -0.071
C -0.406205 -0.525762 -3.422051 0.31 -0.12 -0.05 -1.055
C 0.992097 0.089766 -3.554348 0.96 -1.21 -0.49 -0.712
C 1.449007 0.829069 -2.345249 0.85 2.62 0.34 0.183
C 1.190030 2.137490 -1.941576 1.91 -0.77 -1.93 0.036
C 0.454095 3.172547 -2.772963 0.95 0.18 -0.78 -0.408
C -0.612052 2.551164 -3.659194 -0.22 0.53 -0.05 -1.278
C 0.632997 2.277097 1.933553 -0.39 0.67 -0.56 -1.353
H -2.389097 2.139703 -2.514199 0.30 -0.46 0.05 0.800
H -2.059645 -0.214801 -2.026760 -0.36 -0.01 -0.16 0.702
H -0.800458 -0.719625 -4.421234 -0.21 0.06 -0.12 0.423
H -0.339804 -1.506788 -2.945337 0.22 -0.12 -0.14 0.366
H 1.661696 -0.788969 -3.611729 -0.01 0.46 -0.28 0.455
H 1.168209 0.654667 -4.496676 -0.32 -0.29 0.69 0.345
H 2.337108 0.437713 -1.862832 -0.36 -0.29 0.21 -0.521
H 1.831562 2.571535 -1.184417 0.08 -0.27 0.03 0.352
H 1.293479 3.577918 -3.336426 -0.04 0.55 -0.38 0.480
H 0.054739 4.044373 -2.216500 0.09 -0.50 0.18 0.378
H -1.231491 3.391482 -4.000524 -0.04 -0.41 -0.22 0.405
H -0.192805 2.054649 -4.537907 -0.16 0.14 0.20 0.288
H -0.151828 2.946256 2.319154 0.26 0.07 0.10 0.355
H 1.582052 2.819591 1.906361 -0.19 0.10 0.49 0.608
H 0.749269 1.397114 2.594463 -0.11 0.43 -0.31 0.160
P 1.473529 -0.253751 0.863343 2.09 0.26 0.53 -0.331
P -2.065460 -1.035342 1.406899 0.63 2.48 -1.57 0.153
N 3.201032 0.467023 0.150515 -0.37 0.51 0.17 0.695
N 2.395201 -1.485318 1.603696 0.86 -1.43 1.04 1.101
N -2.720961 0.334872 0.695930 1.13 -2.12 2.55 0.560
N -3.204240 -2.085413 1.941977 -1.03 -1.01 -0.74 0.468
C 0.480738 -1.393573 -0.203623 0.33 -0.15 -1.37 2.086
C -0.949692 -1.879258 0.250430 0.43 -1.06 -0.16 -0.913
C 3.374230 1.851051 0.192376 0.46 -0.15 -1.21 -0.912
C 4.495706 2.227773 -0.544005 -0.55 -0.71 1.07 -0.586
C 5.177871 1.020888 -0.882946 -1.39 -0.98 0.40 -0.871
C 4.358607 -0.053856 -0.458473 0.19 0.84 -0.40 -0.498
C 3.159516 -1.099591 2.715490 -0.38 -1.22 -0.73 -0.661
C 3.962149 -2.160254 3.068185 -0.47 0.43 -0.23 -0.733
C 3.694575 -3.244488 2.166572 -0.67 0.65 -0.45 -0.659
C 2.734718 -2.810050 1.265139 0.31 0.64 0.99 -0.421
C -2.089736 1.654516 0.838052 0.19 0.24 0.65 -0.586
C -2.802867 2.494355 -0.088765 -0.93 -0.29 0.63 -0.552
C -3.801922 1.671152 -0.673228 0.30 1.05 -0.40 -0.877
C -3.733970 0.378282 -0.254206 -0.81 0.17 -0.64 -0.312
C -4.266322 -2.566703 1.149629 -0.14 -0.89 1.06 -0.269
C -4.999697 -3.424315 1.960456 0.60 0.74 -0.98 -0.796
C -4.375373 -3.479614 3.239806 1.06 0.74 -0.15 -0.658
C -3.256264 -2.679930 3.215463 -0.79 -0.18 -0.79 -0.377
H 1.086879 -2.273226 -0.471480 -0.52 0.19 0.14 0.787
H 0.381525 -0.859412 -1.150384 -0.32 0.04 0.26 -2.772
H -1.588114 -2.014419 -0.670724 0.57 0.06 0.81 0.566
H -0.808335 -2.884638 0.709781 -0.21 0.48 -0.29 0.534
H 2.685722 2.493521 0.712529 -0.12 -0.28 -0.29 0.382
H 4.749160 3.259176 -0.778789 0.24 -0.35 0.29 0.459
H 6.159664 0.951714 -1.333535 -0.22 -0.19 -0.06 0.435
H 4.548895 -1.127649 -0.540914 -0.26 0.50 0.10 0.430
H 2.973782 -0.118902 3.143776 0.32 -0.22 -0.07 0.373
H 4.640124 -2.134536 3.901709 0.13 -0.19 0.05 0.469
H 4.126992 -4.232066 2.179972 0.04 0.04 0.04 0.462
H 2.209371 -3.342323 0.475916 0.44 0.14 0.32 0.364
H -1.964338 2.004093 1.888281 0.14 -0.31 -0.86 0.627
H -2.766719 3.597306 -0.029350 -0.13 -0.85 -0.22 0.486
H -4.451584 2.005829 -1.441588 -0.70 0.18 -0.46 0.496
H -4.386530 -0.454899 -0.464121 0.12 0.24 -0.05 0.190
H -4.330917 -2.311659 0.084230 -0.11 -0.20 0.83 0.376
H -5.865979 -3.971432 1.630139 -0.08 0.02 0.10 0.442
H -4.660936 -4.024887 4.111794 -0.28 -0.34 0.15 0.464
H -2.444357 -2.508081 3.904295 -0.33 -0.08 0.15 0.420
Cl -0.077802 -1.435761 3.706825 -0.08 -0.16 -0.30 -0.072
C -1.333024 -0.485681 2.906056 -0.03 1.43 1.13 -0.198
H -2.164705 -0.343542 3.625109 0.39 -0.01 -0.45 0.660
H -0.958738 0.522772 2.666160 0.31 -0.34 0.16 -0.697
```
Positions in Å, forces in eV/Å.

Summary:
- Multiplicity: 6
- E_tot: -98004.36793 eV
- Maximum force: 4.1 eV Å⁻¹
- LUMO energy (spin up / spin down): 0.26 / 0.23 eV
- Relative energy (zero: lowest compared OMol25 entry of this formula, charge and spin): 551.82 kJ/mol
- ⟨S²⟩: 9.11



Record 3
A cluster of 3 separate species, C4H14O2S in total at a distorted geometry. Source: the Open Molecules 2025 dataset; level of theory: ωB97M-V/def2-TZVPD.

The geometry in XYZ format:
```
21
Properties=species:S:1:pos:R:3:forces:R:3:mulliken_charge:R:1
C 1.306988 -1.667202 1.870740 -0.76 0.78 0.51 -1.100
C 2.072181 -0.452534 1.010112 0.35 -4.39 2.19 -0.449
C 1.131665 0.406578 0.325943 -0.22 3.89 -2.31 -0.706
C 1.558346 0.894528 -1.140957 -0.83 0.35 2.37 -0.636
S 0.321255 2.205281 -1.528462 0.06 -1.11 -2.18 -0.252
H 2.103878 -2.175508 2.438367 -0.46 0.09 -0.08 0.343
H 0.779297 -2.458824 1.259931 0.84 1.06 0.08 0.309
H 0.451044 -1.368163 2.629767 1.95 0.02 -1.42 0.263
H 2.912614 -0.107899 1.656314 -1.07 0.62 -0.38 0.381
H 2.612067 -1.067440 0.281149 -0.02 0.12 -0.23 0.233
H 0.163444 0.023136 0.168855 -1.13 -1.11 0.17 0.366
H 0.899527 1.411304 0.763691 0.44 -0.92 0.57 0.343
H 2.497190 1.394734 -0.997674 0.68 -0.01 -0.50 0.321
H 1.583821 0.090073 -1.853770 0.04 -0.13 -0.35 0.447
H 0.143099 1.797578 -2.872083 0.11 0.71 1.52 0.134
O -1.657395 -0.638347 -4.849721 2.81 -0.76 -1.43 -0.609
H -1.606649 -0.730505 -3.930502 0.05 -0.19 2.08 0.307
H -2.499201 -0.351052 -5.046336 -2.85 0.97 -0.62 0.304
O -4.927916 0.810770 2.796639 1.34 0.23 4.26 -0.637
H -5.517337 1.338329 3.379320 -0.49 -0.02 -1.30 0.314
H -4.327925 0.645171 3.638667 -0.86 -0.21 -2.96 0.323
```
Positions in Å, forces in eV/Å.

Summary:
- E_tot: -19303.51778 eV
- Maximum force: 4.9 eV Å⁻¹
- SMILES: CCCCS.O.O
- LUMO energy: 0.68 eV
- Relative energy (zero: lowest compared OMol25 entry of this formula, charge and spin): 195.52 kJ/mol